(1)
An isolated molecule of C5H7NO. Source: the OMol25 dataset; level of theory: ωB97M-V/def2-TZVPD.

Atoms and positions in Å:
C  0.228376  1.498159  -0.980177
N  -0.144157  0.210082  -0.435343
C  -1.176927  -0.550366  -0.722837
C  -1.324178  -1.797406  0.030494
C  -0.231722  -1.686348  0.845764
C  0.642160  -0.475560  0.609235
O  0.943958  0.369012  1.678213
H  1.037180  1.396926  -1.711421
H  0.566520  2.136094  -0.158505
H  -0.640287  1.951832  -1.463987
H  -1.846469  -0.192926  -1.510466
H  0.094816  -2.413721  1.589862
H  1.597629  -0.764758  0.151287
H  0.191744  0.341357  2.285936

Cartesian forces (eV/Å) of the 6 atoms listed first:
C 0.0 0.1 -0.1
N -0.2 -0.2 0.0
C 0.1 0.3 -0.1
C 0.4 0.3 0.2
C 0.0 -0.2 0.1
C 0.0 -0.2 -0.3

ΔE to the lowest compared entry with this formula, charge and spin: 3.708 eV
SMILES: CN1C=C=C[C@@H]1O
total energy: -324.588212 Ha
lowest unoccupied orbital energy: -0.1405 eV
molecular weight: 97.12 u

(2)
A cluster of 7 separate species, C25H70N8O7 in total. Source: the OMol25 dataset; level of theory: ωB97M-V/def2-TZVPD.

Atoms and positions in Å:
C  -2.093091  -9.062911  0.664186
O  -0.976551  -8.156981  0.370316
C  -1.280061  -7.159551  -0.584004
C  -0.391861  -5.896701  -0.465634
C  -0.942891  -4.660621  -1.333334
N  1.054069  -6.158131  -0.610394
H  -1.742951  -9.913901  1.248406
H  -2.537791  -9.678911  -0.117404
H  -2.890881  -8.516251  1.166956
H  -1.170771  -7.585181  -1.581494
H  -2.313951  -6.876561  -0.386284
H  -0.563521  -5.533211  0.547536
H  -0.319871  -3.769941  -1.414854
H  -1.935351  -4.341461  -1.015124
H  -1.152341  -4.979051  -2.354524
H  1.186789  -6.620391  -1.498534
H  1.321609  -6.829851  0.094816
C  3.557589  1.220609  1.217586
O  4.919289  0.870009  0.844956
C  5.126199  0.105519  -0.368374
C  6.657849  -0.287791  -0.542264
C  7.569129  0.980519  -0.617954
N  6.728739  -0.884841  -1.840044
H  3.836659  1.801399  2.096736
H  3.040419  0.270729  1.352996
H  3.113119  1.876249  0.468796
H  4.552729  -0.817661  -0.284804
H  4.686209  0.641489  -1.209344
H  6.902479  -1.010361  0.236296
H  7.361759  1.650219  -1.452574
H  8.639639  0.829619  -0.756934
H  7.489309  1.470799  0.352286
H  6.694149  -0.085931  -2.457024
H  6.027939  -1.611931  -1.822444
C  0.651059  3.605749  1.761346
O  1.352999  4.823489  2.162186
C  1.934079  5.522379  1.108376
C  2.903709  6.586419  1.761046
C  2.472599  7.539599  2.821576
N  3.628739  7.253389  0.666576
H  0.167289  3.114189  2.605416
H  1.217049  2.862659  1.199596
H  -0.279071  3.928079  1.293316
H  2.335909  4.875729  0.328326
H  1.134229  6.057019  0.596026
H  3.695019  6.010569  2.240976
H  2.051209  7.002829  3.671526
H  1.642319  8.082899  2.370396
H  3.197139  8.303399  3.103946
H  4.043469  6.675329  -0.050324
H  2.893549  7.675799  0.117786
C  -0.175711  -0.565821  0.971276
O  -1.118121  -0.343071  -0.076884
C  -0.590661  -0.119951  -1.433274
C  -1.653141  0.215869  -2.593024
C  -2.489731  -1.023021  -2.974294
N  -0.995601  0.685929  -3.821594
H  0.562819  0.226779  0.850966
H  0.386169  -1.497641  0.907206
H  -0.695601  -0.420411  1.918196
H  0.146269  0.682899  -1.411484
H  -0.082671  -1.029821  -1.752944
H  -2.248971  1.050119  -2.222754
H  -2.768861  -1.544641  -2.058814
H  -1.915401  -1.711361  -3.594324
H  -3.358621  -0.663561  -3.525584
H  -0.481491  -0.096461  -4.200614
H  -1.663751  0.844699  -4.562184
C  -5.429051  2.363809  -0.455644
O  -5.802361  2.540209  -1.825944
C  -4.999731  1.943209  -2.814104
C  -5.442081  2.437029  -4.151104
C  -4.908531  1.666479  -5.368774
N  -5.044491  3.793709  -4.502754
H  -6.147361  2.771299  0.255756
H  -4.421571  2.602179  -0.114664
H  -5.520131  1.286929  -0.313704
H  -3.970911  2.263719  -2.650084
H  -5.183491  0.872839  -2.721104
H  -6.518481  2.348069  -4.297884
H  -4.959591  0.638919  -5.008754
H  -3.872521  1.840289  -5.659574
H  -5.537901  1.665169  -6.258714
H  -5.787961  4.415029  -4.217574
H  -4.183041  4.149829  -4.113934
C  1.252049  -2.891781  6.553496
O  0.110749  -3.861841  6.492016
C  -1.027561  -3.143181  6.006256
C  -1.287341  -3.196311  4.463326
C  -2.740111  -2.942501  3.993146
N  -0.891781  -4.482211  3.929996
H  1.004939  -2.102811  7.263816
H  1.630299  -2.422781  5.645156
H  2.203779  -3.344171  6.832136
H  -1.832741  -3.762731  6.401156
H  -1.265651  -2.177191  6.451546
H  -0.653381  -2.426661  4.023076
H  -2.895901  -1.865511  4.055826
H  -3.520591  -3.449771  4.560266
H  -2.692091  -3.102101  2.915966
H  0.062629  -4.742661  4.133416
H  -1.512361  -5.176821  4.320506
N  -0.335721  3.489369  -2.551504
C  0.709069  4.170309  -2.355524
N  1.844199  3.528179  -2.482874
O  0.587069  5.354119  -2.202514
H  -1.226191  3.965599  -2.570644
H  -0.327681  2.591229  -3.013424
H  1.802119  2.531899  -2.643364
H  2.679379  3.972549  -2.129144

Cartesian forces (eV/Å) of the 6 atoms listed first:
C 0.9 0.2 0.1
O -0.5 -1.3 0.4
C -0.3 0.5 -0.1
C -0.5 1.1 0.6
C -0.1 -1.7 -0.4
N -0.9 0.4 -0.3

ΔE to the lowest compared entry with this formula, charge and spin: 5.759 eV
SMILES: COC[C@H](C)N.COC[C@H](C)N.COC[C@H](C)N.COC[C@H](C)N.COC[C@H](C)N.COC[C@H](C)N.NC(N)=O
total energy: -1958.986312 Ha
lowest unoccupied orbital energy: 0.2738 eV
molecular weight: 594.88 u

(3)
The ion C3H7N2O2 with charge -1. Source: the OMol25 dataset; level of theory: ωB97M-V/def2-TZVPD.

Atoms and positions in Å:
N  -1.533413  -0.422316  1.612379
C  -0.397506  0.430604  1.276618
C  0.574244  -0.124890  0.246041
N  0.074940  0.122467  -1.116325
C  1.007170  -0.005005  -2.206702
O  1.986985  -0.745942  -1.958261
O  0.639208  0.507694  -3.281759
H  -1.226008  -1.369224  1.851150
H  -2.178502  -0.474283  0.845298
H  0.180135  0.635671  2.190713
H  -0.802564  1.379545  0.905823
H  1.555896  0.340163  0.376136
H  0.661397  -1.187789  0.380221
H  -0.541982  0.913305  -1.121331

Cartesian forces (eV/Å) of the 6 atoms listed first:
N 0.0 -0.2 0.7
C 0.3 -0.2 0.1
C -0.4 0.8 -1.0
N 0.2 -0.3 1.3
C -0.5 -1.0 -0.3
O 0.1 0.4 0.1

ΔE to the lowest compared entry with this formula, charge and spin: 0.229 eV
SMILES: NCCNC(=O)[O-]
total energy: -378.569694 Ha
lowest unoccupied orbital energy: 3.9673 eV
molecular weight: 103.10 u
net charge: -1

(4)
A cluster of 2 separate species, C7H14N2 in total. Source: the OMol25 dataset; level of theory: ωB97M-V/def2-TZVPD.

Atoms and positions in Å:
C  -0.189554  0.497765  -2.814663
C  -1.008721  0.976116  -1.660869
C  -1.557890  0.214193  -0.631109
N  -2.011484  1.166942  0.248365
C  -1.791327  2.406703  -0.282139
N  -1.089526  2.313681  -1.390035
H  0.031748  1.338667  -3.469853
H  -0.670279  -0.285343  -3.402547
H  0.712887  0.048316  -2.386173
H  -1.684239  -0.837441  -0.447907
H  -2.593120  0.924445  1.027065
H  -2.085109  3.341628  0.159338
C  1.483312  -1.111650  0.112762
C  0.698396  -1.382609  1.373313
C  1.493347  -0.911466  2.618888
H  1.578694  -0.001862  0.101183
H  0.990205  -1.325492  -0.830109
H  2.497395  -1.508255  0.198253
H  -0.247113  -0.835412  1.303250
H  0.469721  -2.457729  1.472409
H  1.052913  -1.405645  3.486482
H  2.506062  -1.327917  2.560647
H  1.413684  0.162365  2.653442

Cartesian forces (eV/Å) of the 6 atoms listed first:
C -0.1 -0.3 0.2
C 0.5 -1.1 0.4
C 0.3 1.6 -1.1
N -0.8 0.1 0.1
C 0.8 -0.6 0.0
N -1.0 -0.1 0.0

ΔE to the lowest compared entry with this formula, charge and spin: 0.364 eV
SMILES: Cc1c[nH]cn1.CCC
total energy: -384.618510 Ha
lowest unoccupied orbital energy: 0.8569 eV
molecular weight: 126.20 u

no.,HOMO energy (eV),Kohn-Sham gap (eV)
1,-7.5030,7.363
2,-8.9492,9.223
3,-3.9198,7.887
4,-8.4654,9.322